1.
Molecular formula: C20H50KO10
Method: DFT, ωB97M-V/def2-TZVPD

The geometry in ORCA input format:
```
! RIJCOSX wB97M-V def2-TZVPD def2/J DEFGRID3
* xyz 1 1
K -0.0193 -0.6786 -0.6256
C -4.7961 0.4568 -5.8671
O -3.8799 -0.3536 -5.0811
C -2.8653 0.4560 -4.4579
C -1.8962 -0.4750 -3.6609
O -2.1532 -0.5182 -2.2774
C -3.4059 -1.0615 -1.9598
H -5.8651 0.3176 -5.7057
H -4.5375 0.5362 -6.9230
H -4.5919 1.5157 -5.7084
H -3.4294 1.2904 -4.0413
H -2.1870 0.8751 -5.2011
H -0.8931 -0.0496 -3.6882
H -1.9631 -1.4480 -4.1477
H -3.8467 -1.7238 -2.7048
H -4.0186 -0.2875 -1.4976
H -3.1953 -1.7048 -1.1054
C 2.7342 -0.2296 -3.5806
O 2.2352 -0.0427 -2.2150
C 2.5612 1.3001 -1.7874
C 1.4740 2.3452 -2.1735
O 0.2326 2.0156 -1.5222
C -0.6654 3.0888 -1.5404
H 2.0820 0.2096 -4.3354
H 2.6640 -1.2922 -3.8131
H 3.7400 0.1007 -3.8404
H 3.5088 1.6923 -2.1568
H 2.7509 1.2813 -0.7142
H 1.2001 2.2199 -3.2211
H 1.9119 3.3250 -1.9830
H -0.5472 3.6182 -0.5949
H -1.6760 2.7009 -1.4122
H -0.7073 3.7314 -2.4198
C -0.4634 -4.1148 1.6417
O -0.6342 -2.7244 1.8145
C -1.2785 -2.2580 2.9928
C -1.9504 -0.8688 2.7585
O -1.1401 0.1165 2.1783
C -1.7549 1.4076 2.0369
H -1.3738 -4.5724 1.2546
H -0.1572 -4.6122 2.5621
H 0.2522 -4.4251 0.8803
H -0.4536 -2.1704 3.6998
H -1.9469 -2.9546 3.4989
H -2.4001 -0.5230 3.6892
H -2.8291 -0.9687 2.1213
H -1.7875 1.9405 2.9872
H -2.7189 1.1034 1.6293
H -1.2706 2.1638 1.4191
C -0.7829 -3.6905 -2.5375
O 0.0452 -3.2861 -1.4624
C 1.3998 -3.8463 -1.6361
C 2.5530 -3.3632 -0.6238
O 2.4665 -2.0815 -0.0820
C 3.3041 -1.7957 0.9313
H -0.3942 -3.3158 -3.4845
H -1.7568 -3.2407 -2.3445
H -0.9651 -4.7647 -2.5064
H 1.8356 -3.5598 -2.5932
H 1.2042 -4.9182 -1.6642
H 3.4574 -3.4349 -1.2280
H 2.6378 -4.1196 0.1564
H 4.3395 -1.7358 0.5958
H 3.4485 -2.4942 1.7555
H 2.9533 -0.8558 1.3574
C 1.3871 0.6773 3.6709
O 1.8715 1.5052 4.7515
C 0.8809 2.5382 5.1253
C 1.4744 3.7512 5.8225
O 2.1271 4.6507 4.8836
C 2.7473 5.7439 5.5550
H 1.3666 1.1289 2.6790
H 0.4478 0.2378 4.0065
H 1.9860 -0.2311 3.6067
H 0.1497 2.1317 5.8240
H 0.2660 2.7304 4.2460
H 2.1819 3.3695 6.5587
H 0.7078 4.3204 6.3483
H 3.4553 6.2446 4.8945
H 3.2660 5.5511 6.4941
H 1.8901 6.4017 5.6981
*
```

* frontier orbital gap: 9.468 eV
* HOMO energy: -11.3 eV
* calculated total energy: -2143.9075 hartree

---

2.
Molecular formula: C3H10NS3
Method: DFT, ωB97M-V/def2-TZVPD

The geometry in ORCA input format:
```
! RIJCOSX wB97M-V def2-TZVPD def2/J DEFGRID3
* xyz -1 1
C -0.9483 1.5734 0.1355
C -2.1118 0.7261 -0.3731
S -1.5943 -0.9681 -0.8119
N 0.1023 1.8030 -0.8593
H -0.4862 1.0404 0.9713
H -1.2951 2.5441 0.5189
H -2.5805 1.2239 -1.2320
H -2.8779 0.6993 0.4140
H -0.2796 2.3349 -1.6347
H 0.3018 0.8768 -1.2214
C 1.1543 -1.5133 1.3834
S 2.1214 -0.6225 0.1366
S 2.2309 -2.0229 -1.3707
H 0.2012 -1.8282 0.9539
H 0.9842 -0.8288 2.2144
H 1.7255 -2.3717 1.7469
H 3.3520 -2.6663 -0.9720
*
```

* frontier orbital gap: 5.640 eV
* HOMO energy: -2.6 eV
* calculated total energy: -1369.6463 hartree
* ΔE to the lowest compared entry with this formula, charge and spin: 0.0 kcal/mol

---

3.
Molecular formula: C17H24BFeN2
Method: DFT, ωB97M-V/def2-TZVPD

The geometry in ORCA input format:
```
! RIJCOSX wB97M-V def2-TZVPD def2/J DEFGRID3
* xyz -1 5
H -0.8939 -0.6176 0.5594
B -0.9055 -2.0153 -0.7748
H -0.0893 -2.7103 -0.2260
H -2.1074 -2.1472 -0.6534
C -0.5284 -1.3840 -2.0771
N -0.4343 -2.2359 -3.1473
C -0.8433 -3.6211 -3.1446
C 0.0799 -1.6052 -4.2353
C 0.3228 -0.3161 -3.8749
N -0.0414 -0.1999 -2.5617
C -0.0173 1.0470 -1.8723
H -0.6995 -4.0006 -4.1602
H -0.2289 -4.2120 -2.4512
H -1.9020 -3.7276 -2.8672
H 0.2480 -2.0937 -5.1753
H 0.7204 0.5118 -4.4318
H 0.3136 1.8638 -2.5244
H -1.0397 1.2717 -1.5252
H 0.6949 0.9924 -1.0308
C -2.8924 0.1031 0.5793
C -1.5544 -0.0784 1.2813
C -0.9081 1.2007 1.7616
C -0.4832 1.5378 3.1280
C 0.3529 2.7258 3.0727
C 0.4700 3.1202 1.7017
C -0.3650 2.2380 0.9119
Fe 1.0323 1.2327 1.9120
C 2.4481 0.5217 0.7459
C 1.6612 -0.5667 1.2782
C 1.6456 -0.4586 2.7229
C 2.4850 0.6718 3.0809
C 2.9565 1.3057 1.8644
H -3.3405 -0.8702 0.3716
H -3.5792 0.6916 1.2047
H -2.7631 0.6541 -0.3652
H -1.6084 -0.7579 2.1476
H -0.8031 0.9996 4.0167
H 0.7715 3.2732 3.9059
H 0.9666 3.9861 1.2890
H -0.6110 2.4335 -0.1141
H 2.7054 0.6537 -0.3009
H 1.2583 -1.3839 0.6926
H 1.1610 -1.1305 3.4187
H 2.7444 0.9361 4.0945
H 3.6010 2.1605 1.7722
*
```

* frontier orbital gap (spin up / spin down): 3.086 / 5.106 eV
* HOMO energy (spin up / spin down): -0.4 / -2.5 eV
* calculated total energy: -2059.9750 hartree
* <S²>: 6.089

---

4.
Molecular formula: C4H10O
Method: DFT, ωB97M-V/def2-TZVPD

The geometry in ORCA input format:
```
! RIJCOSX wB97M-V def2-TZVPD def2/J DEFGRID3
* xyz 0 1
C 2.0320 -1.2044 -1.1165
C 2.2269 -0.3227 -0.1412
C 1.2560 0.7655 0.1773
H 2.6662 -2.0595 -1.2927
H 1.1751 -1.1050 -1.7715
H 3.1842 -0.3499 0.3636
H 1.5798 1.7765 -0.0663
H 0.2796 0.5628 -0.2708
H 1.0457 0.7597 1.2557
C -2.6674 0.0538 0.8120
O -2.6905 0.1931 -0.6168
H -3.0097 0.9739 1.2862
H -3.3437 -0.7572 1.0516
H -1.6641 -0.1900 1.1599
H -2.0701 0.9033 -0.8305
*
```

* frontier orbital gap: 10.637 eV
* HOMO energy: -9.7 eV
* calculated total energy: -233.5893 hartree
* structure (SMILES): C=CC.CO
* ΔE to the lowest compared entry with this formula, charge and spin: 34.9 kcal/mol

---

5.
Molecular formula: C42H47ClIrN9O3S2
Method: DFT, ωB97M-V/def2-TZVPD

The geometry in ORCA input format:
```
! RIJCOSX wB97M-V def2-TZVPD def2/J DEFGRID3
* xyz 3 2
Ir 0.3232 -0.1248 -0.1000
N -1.5938 4.0561 -0.2637
C -1.1565 2.8282 -0.0172
S -0.1841 2.0710 -1.2492
N -1.4464 2.2512 1.1207
N -1.0032 1.0520 1.4019
C -1.2579 0.4700 2.5505
C -2.0026 1.0800 3.6378
C -2.8317 0.2838 4.4479
C -3.5184 0.8437 5.5032
C -3.3913 2.2009 5.7777
C -2.5739 2.9999 4.9847
C -1.9015 2.4521 3.9135
C -0.7082 -0.8774 2.7013
C -0.4109 -1.4277 3.9507
C 0.1223 -2.7048 4.0129
C 0.3435 -3.3983 2.8321
C 0.0751 -2.7646 1.6290
N -0.4188 -1.5338 1.5607
H -1.3625 4.5060 -1.1350
H -2.1861 4.5393 0.3943
H -2.9667 -0.7598 4.2063
H -4.1697 0.2210 6.0976
H -3.9337 2.6324 6.6030
H -2.4670 4.0506 5.2053
H -1.2619 3.0721 3.3061
H -0.5720 -0.8512 4.8483
H 0.3557 -3.1553 4.9642
H 0.7290 -4.4039 2.8418
H 0.2654 -3.2636 0.6878
N 5.7932 0.9940 4.9577
C 4.9630 -0.0035 4.6506
O 4.9030 -1.0630 5.2304
C 3.9964 0.2174 3.5000
C 3.1313 1.3017 3.4051
C 2.1371 1.2749 2.4350
N 1.9927 0.2731 1.5736
C 2.8501 -0.7432 1.6346
C 3.8466 -0.8238 2.5888
H 6.4581 0.8363 5.7045
H 5.8882 1.8237 4.3961
H 3.1987 2.1362 4.0869
H 1.4340 2.0942 2.3706
H 2.7298 -1.5255 0.8972
H 4.4853 -1.6906 2.6457
C 3.9385 1.1124 -2.8710
S 2.9558 -0.4049 -2.6194
O 2.2292 -0.2127 -1.3084
C 1.6311 -0.2592 -3.8645
C 0.9838 0.9210 -4.1859
C -0.0943 0.8894 -5.0590
C -0.5429 -0.3164 -5.5759
C 0.1245 -1.4907 -5.2660
C 1.2181 -1.4631 -4.4168
H 3.3287 1.9871 -3.0599
H 4.6052 0.9320 -3.7112
H 4.5288 1.2588 -1.9709
H 1.3004 1.8609 -3.7625
H -0.5716 1.8121 -5.3469
H -1.4076 -0.3459 -6.2213
H -0.1984 -2.4282 -5.6926
H 1.7535 -2.3728 -4.1860
C -4.8409 -4.6820 -5.4268
C -4.7709 -4.9963 -3.9273
C -5.8780 -4.1659 -3.2434
C -5.1022 -6.4751 -3.6944
C -3.3888 -4.5981 -3.2892
O -3.5323 -4.2761 -1.9222
C -2.3193 -5.7352 -3.3215
C -1.8659 -6.2774 -4.6801
C -0.6869 -5.6079 -5.3062
C -0.7255 -5.1791 -6.6389
C 0.4023 -4.6871 -7.2600
C 1.6120 -4.6271 -6.5594
Cl 3.0331 -4.1054 -7.3494
C 1.6589 -5.0204 -5.2170
C 0.5231 -5.4960 -4.6038
C -2.8142 -3.3144 -3.9570
N -2.2810 -2.3844 -3.0008
C -1.1113 -2.3079 -2.3660
N -1.1134 -1.2483 -1.5643
C -2.3442 -0.7086 -1.7552
N -3.0554 -1.3780 -2.6131
H -5.6679 -5.2404 -5.8568
H -3.9399 -4.9422 -5.9739
H -5.0399 -3.6265 -5.5982
H -6.7631 -4.1721 -3.8740
H -5.5623 -3.1356 -3.0938
H -6.1619 -4.5880 -2.2821
H -6.1473 -6.6465 -3.9420
H -4.9723 -6.7652 -2.6530
H -4.5121 -7.1368 -4.3225
H -4.1617 -4.8755 -1.5051
H -2.7268 -6.5571 -2.7351
H -1.4637 -5.3446 -2.7667
H -2.6990 -6.3133 -5.3794
H -1.5616 -7.3183 -4.5126
H -1.6508 -5.2484 -7.1939
H 0.3660 -4.3682 -8.2893
H 2.5971 -4.9871 -4.6866
H 0.5820 -5.8527 -3.5854
H -3.6248 -2.7645 -4.4329
H -2.0616 -3.5815 -4.6998
H -0.2972 -2.9895 -2.5027
H -2.7046 0.1737 -1.2703
*
```

* frontier orbital gap (spin up / spin down): 3.712 / 2.991 eV
* HOMO energy (spin up / spin down): -14.3 / -14.3 eV
* calculated total energy: -3707.1280 hartree
* <S²>: 0.764
* ΔE to the lowest compared entry with this formula, charge and spin: 117.4 kcal/mol

---

6.
Molecular formula: C19H39F6N6OP2Pd
Method: DFT, ωB97M-V/def2-TZVPD

The geometry in ORCA input format:
```
! RIJCOSX wB97M-V def2-TZVPD def2/J DEFGRID3
* xyz -2 2
Pd -0.6327 -0.4574 0.3870
N -0.1332 -2.3162 1.5632
C -0.0046 -2.1327 3.0399
C -1.3587 -1.6811 3.6157
C -1.9178 -0.3479 3.2246
N -2.3254 -0.3472 1.8314
H -0.9841 -2.9168 1.4446
H 0.5999 -2.9322 1.3344
H 0.8118 -1.4131 3.2284
H 0.3727 -3.1100 3.4238
H -1.2090 -1.6411 4.6960
H -2.1052 -2.4556 3.5383
H -1.2431 0.4695 3.4830
H -2.8284 -0.1574 3.8763
H -2.7265 0.4987 1.5665
H -3.0275 -1.0726 1.7070
F -2.8385 -4.3730 2.9330
P -3.1615 -5.9295 3.3139
F -3.4379 -7.4448 3.6479
F -2.7523 -5.6035 4.8130
F -1.5868 -6.2510 2.9299
F -3.5575 -6.2808 1.8113
F -4.7427 -5.5917 3.6526
N -5.8228 2.1298 2.9839
C -4.7157 2.5573 2.1916
O -3.5737 2.1082 2.4957
C -4.9924 3.5159 1.1774
C -3.9596 4.1940 0.5064
N -3.1295 4.7693 -0.0493
C -6.3090 3.8661 0.8590
N -7.4166 4.1926 0.7051
H -5.8829 1.1812 3.2677
H -6.7330 2.4023 2.5991
C 4.2883 1.2586 -0.6320
C 3.3420 0.0229 -0.6999
C 4.0716 -1.2129 -1.2627
C 2.9403 -0.3414 0.7530
P 1.6686 0.3334 -1.7690
N 0.5338 -0.6035 -1.3565
C 1.1395 2.1901 -1.5856
C 1.0900 2.6211 -0.1465
C -0.3394 2.2900 -2.1024
C 1.9678 3.2272 -2.2917
C 2.1837 0.0173 -3.6170
C 3.5442 0.5784 -4.0355
C 1.1292 0.5837 -4.5491
C 2.2803 -1.5902 -3.8374
H 5.3022 0.9520 -0.3750
H 3.9150 1.8846 0.0927
H 4.3091 1.8274 -1.5743
H 4.8661 -1.4543 -0.4984
H 4.4804 -0.9907 -2.2028
H 3.3451 -1.9991 -1.4586
H 3.8694 -0.4998 1.2848
H 2.2886 -1.2393 0.7761
H 2.4836 0.5381 1.3136
H 0.5094 1.9735 0.5107
H 0.5649 3.5998 -0.3119
H 2.0496 2.8030 0.3796
H -0.9306 1.7198 -1.4172
H -0.5416 1.8752 -3.1051
H -0.7637 3.3405 -2.0152
H 2.9013 3.3321 -1.8481
H 1.4741 4.2046 -2.2903
H 2.0714 3.0300 -3.3325
H 3.5108 1.6129 -4.4134
H 3.9561 -0.0792 -4.8153
H 4.1999 0.6990 -3.2406
H 1.0893 1.6975 -4.4525
H 0.1932 0.1162 -4.2505
H 1.4372 0.2634 -5.5599
H 3.0836 -2.1306 -3.4176
H 2.4075 -1.7508 -4.9140
H 1.4124 -2.1298 -3.5304
*
```

* frontier orbital gap (spin up / spin down): 6.131 / 6.348 eV
* HOMO energy (spin up / spin down): -2.2 / -2.4 eV
* calculated total energy: -2561.1874 hartree
* <S²>: 0.753
* ΔE to the lowest compared entry with this formula, charge and spin: 0.0 kcal/mol